1.
C55H45AuCl2NO3P2S | the ωB97M-V functional and the def2-TZVPD basis

XYZ file:
```
110
Properties=species:S:1:pos:R:3:forces:R:3
Au 0.03930 0.05049 -0.61250 -0.18 -0.10 0.31
Cl 1.79929 -0.81320 -5.35796 -0.04 -0.04 0.04
Cl 1.33707 -2.10369 -2.76604 0.24 0.01 -0.19
S 4.16058 0.89127 1.08703 0.03 -0.03 -0.17
P -0.04088 1.57420 1.42729 -0.16 0.17 0.26
P -2.01389 -0.36564 -1.62162 -0.21 -0.07 -0.23
O 1.82148 0.84894 -2.75478 -0.54 0.14 0.10
O 4.03515 0.43969 -2.98616 -0.01 0.02 0.14
O -2.88777 1.36539 0.42840 -0.25 0.25 -0.10
N 2.05686 -0.08138 -0.14606 0.18 0.24 0.05
C -2.80929 2.21652 1.51763 0.07 -0.40 0.03
C 0.55017 0.52357 2.76744 0.00 -0.05 -0.04
C 2.53962 -1.09719 0.64775 0.08 -0.01 0.01
C -1.50526 -3.06729 -1.64729 -0.02 0.03 -0.03
C -5.65025 -0.98543 1.08423 -0.01 -0.03 -0.03
C -1.52941 2.09916 -4.79345 -0.03 -0.01 0.01
C 1.96642 -5.22240 3.10740 -0.01 0.05 -0.02
C 2.69237 2.18354 -0.90287 0.28 0.07 -0.11
C 1.76788 3.72603 1.96083 -0.20 0.04 0.10
C -3.80330 2.38649 -4.05353 0.00 0.00 -0.01
C 2.57369 -3.33488 1.55526 -0.05 -0.02 0.02
C 3.68742 -0.77572 1.37571 0.04 0.01 -0.05
C 2.83611 1.06702 -0.05460 0.13 -0.27 0.12
C -2.54733 3.77167 3.78070 -0.05 0.02 0.00
C 2.47982 -1.17802 -3.76088 -0.06 -0.11 0.02
C -1.78428 -3.38816 -4.39031 0.01 0.02 0.00
C -1.47229 -4.47629 -3.59192 0.00 -0.01 0.03
C -5.48465 -1.82817 -0.00541 -0.01 0.01 0.03
C 2.04780 2.10253 -2.15227 0.23 0.17 -0.21
C 4.29620 -1.72525 2.17357 -0.02 -0.05 0.06
C -3.59555 1.46188 -3.03891 0.00 -0.02 -0.03
C 1.15652 -1.31708 4.76205 0.00 -0.01 -0.01
C 0.58638 -4.82960 1.07876 0.00 0.00 0.01
C 2.15863 5.03923 1.73089 -0.24 0.22 0.05
C 3.73646 -2.99511 2.25735 0.08 0.08 -0.01
C -1.33314 -4.31685 -2.21632 -0.01 0.00 -0.03
C 0.31357 3.84616 0.04032 -0.31 0.10 0.16
C -1.96008 -2.13110 -3.82307 -0.08 0.02 0.03
C -4.79892 0.09040 1.29839 0.00 0.01 -0.02
C -1.46635 3.04582 3.31514 0.02 0.01 -0.02
C 2.95773 4.56870 -1.33593 0.68 -0.47 -0.51
C -0.04074 -1.42740 4.06195 0.03 -0.02 0.00
C 0.82635 3.13290 1.12637 -0.22 -0.02 0.23
C -4.41347 -1.63401 -0.86258 0.04 0.00 0.03
C 1.75230 0.61878 3.45963 -0.04 0.04 0.00
C 1.77373 3.21140 -2.92112 0.07 0.18 -0.06
C -0.33875 -0.51746 3.06658 0.03 0.04 0.03
C 0.70776 5.15294 -0.18186 -0.55 0.11 0.40
C -1.82783 -1.96933 -2.45023 -0.08 -0.01 0.05
C 1.98474 -2.37081 0.74780 -0.11 -0.03 -0.01
C 2.00678 -4.75297 1.64550 0.03 0.02 0.01
C -3.88191 2.99104 1.93246 0.01 0.04 -0.04
C -1.58186 2.27160 2.16148 0.05 -0.07 -0.31
C 1.61974 5.75693 0.67434 -0.38 0.16 0.61
C -2.35311 0.85171 -2.90734 0.09 0.10 0.02
C -3.77154 0.31325 0.39510 0.23 0.04 0.03
C 2.04573 -0.30028 4.45956 -0.01 -0.01 -0.01
C -2.77616 2.69791 -4.93264 0.00 0.00 0.00
C -3.74235 3.77178 3.06746 0.04 -0.01 0.04
C 3.20370 3.45889 -0.55807 0.54 -0.16 -0.39
C 2.89150 0.12475 -3.10016 0.21 0.01 -0.11
C -3.53148 -0.57707 -0.65478 0.15 0.11 0.13
C 2.91187 -5.69260 0.83572 -0.02 -0.01 0.00
C -1.31158 1.18374 -3.77721 0.03 -0.02 0.04
C 2.19989 4.46784 -2.50410 0.24 -0.21 -0.24
H 2.47730 1.38146 3.21866 -0.04 -0.09 0.02
H 4.23021 -3.73354 2.87575 -0.03 0.01 -0.01
H 0.17692 -5.82526 1.25773 0.00 0.00 -0.02
H 5.19275 -1.48581 2.73243 0.00 -0.02 -0.03
H -4.39960 1.21501 -2.35668 -0.01 -0.01 -0.02
H 2.91886 -5.40554 -0.21792 0.02 -0.01 0.01
H 2.55676 -6.72368 0.91006 0.00 0.03 0.00
H 1.09428 -2.58829 0.16571 0.09 0.00 0.07
H 3.77841 3.55586 0.35632 0.02 -0.05 -0.21
H 3.36996 -1.77666 -3.89707 0.03 -0.07 -0.05
H -6.46052 -1.15837 1.78077 0.01 0.00 -0.01
H -1.27080 -0.60839 2.51543 -0.01 0.00 0.03
H -4.94237 0.73176 2.15452 0.00 0.03 -0.02
H 1.91589 6.78508 0.51143 0.00 0.00 0.00
H -0.72810 2.34597 -5.47812 0.00 -0.01 0.00
H -1.33323 -5.45220 -4.03846 0.00 0.01 0.01
H 0.30099 5.70292 -1.02028 -0.01 -0.03 0.07
H -0.07291 -4.09990 1.55882 0.00 -0.03 0.00
H -2.94666 3.40838 -5.73098 0.00 0.01 0.02
H -1.89094 -3.51291 -5.45987 0.01 0.01 0.01
H -0.39964 3.37560 -0.63077 -0.02 0.04 0.03
H 2.88510 5.50047 2.38744 0.00 0.00 0.00
H -2.45537 4.35498 4.68701 0.01 0.01 -0.03
H -0.73696 -2.22304 4.29480 0.01 0.00 -0.02
H 1.27780 3.07549 -3.87478 0.05 0.00 0.00
H -4.77106 2.85874 -4.16108 0.01 -0.01 0.01
H 2.00203 5.33930 -3.11301 -0.02 0.00 0.00
H 1.39715 -2.03040 5.53982 -0.01 0.01 -0.01
H -0.52108 3.08254 3.84392 0.00 0.02 -0.01
H 2.98320 -0.22281 4.99498 -0.01 0.01 -0.01
H 0.57369 -4.65567 -0.00034 0.02 0.02 0.04
H 2.96632 -5.36201 3.51929 -0.02 0.02 0.00
H 2.19135 3.19226 2.79624 -0.02 0.03 0.05
H 3.35341 5.53059 -1.03466 0.07 -0.12 -0.12
H 1.44646 -6.17988 3.17786 0.03 0.01 -0.01
H 3.93885 -5.65798 1.20229 -0.01 -0.01 0.00
H -4.57315 4.37903 3.40186 0.01 -0.01 0.00
H -4.25120 -2.31642 -1.68588 0.02 -0.01 0.00
H -1.39053 -2.94087 -0.57434 0.00 -0.02 0.00
H -4.80491 2.98740 1.36754 0.01 -0.05 0.02
H -0.33341 0.72278 -3.66144 -0.11 0.04 -0.03
H -1.08674 -5.16600 -1.59159 -0.02 0.01 -0.02
H -6.16864 -2.64906 -0.17130 0.01 0.01 0.00
H 1.43870 -4.49841 3.73185 -0.02 -0.01 0.02
H -2.19580 -1.28228 -4.45212 -0.01 -0.02 -0.01
```
Positions in Å, forces in eV/Å.

Calculated values
energy relative to the best compared isomer or geometry (same formula, charge and spin) = 0.569 eV
gap between HOMO and LUMO (alpha / beta) = 5.456 / 5.163 eV
DFT total energy = -123542.893 eV
multiplicity = 3
E_LUMO (alpha / beta) = -2.08 / -4.90 eV
charge = +1

=====

2.
C55H45N5RuS7 | the ωB97M-V functional and the def2-TZVPD basis

XYZ file:
```
113
Properties=species:S:1:pos:R:3:forces:R:3
Ru 2.46476 -0.19177 -0.46417 0.44 0.35 -0.11
S 2.55149 -2.15205 1.30989 -0.22 0.39 -0.29
S -2.32562 0.22503 0.17438 0.19 0.13 0.03
S 2.97730 1.67203 -1.86792 -0.23 -0.81 0.70
S -0.54973 0.16465 -2.03182 0.10 0.11 -0.08
S 3.32190 -1.55514 -2.20529 -0.01 -0.08 -0.05
S -0.88062 0.57936 2.74964 -0.12 0.36 0.01
S 1.59860 1.15469 1.21578 0.26 -0.02 -0.26
N 0.67130 -0.27392 -1.40090 -0.01 -0.30 0.31
N 0.70264 0.09710 2.26875 0.04 0.10 0.08
N 4.48223 0.03264 0.24269 -0.40 0.41 0.24
N -1.78668 0.75752 -1.18770 -0.29 -0.07 -0.22
N -1.64609 0.89421 1.34800 -0.15 -0.20 0.14
C -0.78825 -3.14979 -4.25378 0.01 0.01 0.00
C -3.09058 -2.50110 4.38798 -0.02 -0.04 0.01
C -2.13198 -3.21892 -4.59471 0.00 -0.01 0.00
C -3.72747 -2.14233 -0.02654 0.07 0.03 0.06
C -3.80522 -3.50450 -0.26895 0.02 -0.01 -0.01
C -0.54509 2.52940 2.91734 0.25 -0.25 0.04
C 3.02247 1.19620 -5.84607 0.03 -0.06 -0.01
C -2.56910 -1.19665 -3.37034 0.03 0.01 -0.02
C 4.78762 -0.61424 1.36554 0.01 -0.16 -0.05
C -4.54992 1.38660 -0.94383 -0.04 0.01 -0.02
C -6.57593 1.72698 0.30756 -0.01 0.00 0.01
C 1.44140 -0.52251 3.30968 -0.01 -0.13 -0.12
C -4.68400 0.71136 1.38321 0.01 0.04 0.03
C 5.56066 1.98734 1.02204 0.18 -0.12 -0.02
C 3.31114 -0.99738 -4.88223 0.01 -0.02 0.05
C 4.75158 1.74495 -1.39199 -0.11 0.22 -0.03
C 5.75139 1.36556 2.25233 -0.01 0.00 -0.03
C -0.52711 1.37655 -4.53743 0.05 0.02 0.01
C -1.30928 -2.28808 -0.07498 -0.01 -0.01 0.00
C 5.40789 0.03090 2.42061 0.14 -0.02 -0.11
C -0.15374 3.73860 -4.80478 0.00 0.01 0.00
C -3.02187 -2.24805 -4.15190 -0.01 0.01 -0.01
C -1.40621 -3.64285 -0.33879 0.04 -0.01 0.00
C -1.29389 -3.75072 3.41195 0.03 0.03 -0.03
C -0.83456 2.84579 4.23619 0.12 0.05 0.02
C -0.31582 5.15718 3.86260 -0.01 0.02 -0.01
C 3.20413 -0.17708 -5.99051 0.00 0.05 0.01
C 2.75838 -1.92387 5.33501 -0.01 0.02 0.00
C -0.72089 4.14832 4.71657 -0.02 -0.03 0.03
C 2.92243 -2.29053 4.00932 -0.01 0.02 -0.04
C -5.99071 1.16383 1.43595 0.00 -0.01 -0.01
C 3.06590 0.90215 -3.46203 -0.04 0.29 -0.23
C -2.64776 -4.25163 -0.43368 -0.02 -0.01 0.00
C 1.94758 -0.84412 5.64782 0.00 -0.02 0.01
C -2.43498 -3.71096 4.19970 -0.03 0.03 0.02
C -2.58650 -1.35030 3.79840 0.01 0.04 -0.03
C -0.38436 2.48953 -5.35799 0.01 -0.02 0.01
C -1.22375 -1.14354 -3.03528 -0.04 -0.07 -0.02
C -0.44332 1.54298 -3.16460 -0.04 0.07 -0.04
C -0.20379 2.78997 -2.59629 0.02 -0.02 -0.03
C -0.32410 -2.10924 -3.46233 -0.03 0.02 -0.01
C -0.05437 4.86347 2.52752 -0.04 -0.01 -0.01
C -0.17374 3.56563 2.05628 -0.22 -0.07 0.01
C -2.47358 -1.54667 0.07247 -0.12 -0.08 -0.13
C -5.85909 1.84504 -0.87343 0.03 -0.02 -0.02
C 2.95772 1.73359 -4.57513 0.05 -0.01 0.06
C 3.23240 -0.47653 -3.58505 0.02 -0.07 0.02
C 2.28954 -1.58460 2.99280 0.06 -0.03 0.06
C 4.36656 -2.05144 1.33142 -0.08 -0.01 0.08
C 1.29790 -0.14897 4.64221 0.04 0.00 -0.02
C -1.46960 -1.37266 2.97099 0.14 0.10 -0.02
C 4.93991 1.27141 0.01691 0.04 -0.07 -0.03
C -0.05717 3.88864 -3.42480 0.02 0.00 0.02
C -0.82522 -2.59201 2.80155 -0.08 -0.05 -0.02
C -3.98769 0.82216 0.18775 -0.03 -0.01 -0.05
H 0.23576 5.65781 1.85019 0.00 0.00 -0.01
H 2.93243 1.83618 -6.71299 0.00 0.00 -0.01
H -0.09953 -3.90962 -4.59884 0.00 0.00 0.00
H -0.14592 2.88898 -1.51840 -0.02 0.01 0.00
H 3.25602 -2.48547 6.11368 -0.02 -0.01 0.01
H 1.81147 -0.54223 6.67761 0.01 0.00 0.00
H -2.79786 -4.60819 4.68405 -0.01 -0.01 -0.02
H -0.21980 6.17218 4.22624 0.00 0.00 -0.01
H 0.66849 0.69590 4.88771 0.01 0.01 -0.01
H 0.71456 -2.04507 -3.15736 0.00 -0.01 0.00
H 5.89604 2.99942 0.84542 -0.02 0.01 0.02
H -0.45371 2.37421 -6.43152 0.00 0.00 0.00
H 4.67552 -2.49820 0.38609 0.09 0.01 0.01
H -7.59632 2.08343 0.35429 0.00 0.00 0.00
H -3.25038 -0.43117 -3.02338 0.00 -0.01 0.01
H -0.76631 -4.68703 3.27037 0.01 0.00 0.01
H -0.95360 4.37023 5.75063 0.01 -0.01 0.00
H -0.34133 -1.81156 -0.00190 -0.01 0.00 0.01
H -3.97112 -2.45308 5.01717 0.00 0.00 -0.01
H 5.13536 2.75208 -1.54091 -0.05 0.00 -0.02
H 3.25977 -0.61277 -6.97978 0.00 0.00 0.00
H -3.05651 -0.39148 4.02302 0.02 0.01 0.04
H 2.81821 2.79824 -4.43149 -0.04 0.00 0.00
H -3.96323 1.48940 -1.84548 -0.01 -0.01 0.00
H 5.24793 1.05373 -2.07220 0.12 0.00 0.05
H -4.06922 -2.30959 -4.41603 0.00 0.00 0.00
H -0.05113 4.60260 -5.44843 0.00 0.00 0.00
H -2.71512 -5.31316 -0.63242 0.00 0.00 -0.01
H 4.77339 -2.62784 2.15540 -0.03 -0.02 0.02
H -4.77501 -3.97794 -0.34082 0.00 0.01 0.01
H 0.05254 -2.66366 2.17126 0.00 -0.01 0.01
H -0.50101 -4.22404 -0.45946 0.00 0.00 0.00
H 6.19564 1.91597 3.07085 0.02 0.00 0.00
H 3.52662 -3.15658 3.77197 0.00 -0.02 -0.01
H -6.55002 1.08246 2.35787 0.00 0.00 0.00
H -0.00133 3.36439 1.00890 0.03 -0.03 -0.04
H -1.15875 2.05209 4.90739 -0.03 0.04 0.01
H 3.45006 -2.06462 -5.00064 -0.01 0.00 -0.02
H 5.60390 -0.49494 3.34435 0.00 0.01 0.01
H -4.20832 0.27834 2.25345 0.00 0.00 0.01
H -4.63242 -1.56320 0.07540 -0.02 0.01 0.01
H -2.49083 -4.03544 -5.20758 0.00 0.00 0.00
H -0.69858 0.39966 -4.96838 -0.01 0.00 -0.01
H 0.12090 4.86557 -2.99488 0.00 0.00 0.00
H -6.31467 2.29677 -1.74404 0.00 0.01 0.00
```
Positions in Å, forces in eV/Å.

Calculated values
gap between HOMO and LUMO (alpha / beta) = 6.231 / 5.663 eV
DFT total energy = -143632.811 eV
multiplicity = 2
E_LUMO (alpha / beta) = -2.67 / -3.23 eV
charge = +1

=====

Question: Which value of multiplicity does entry 2 give?
Answer: 2

=====

Question: Among the records above, which one has the lowest DFT total energy?
Answer: C55H45N5RuS7

=====

Question: What is the formula in the second record?
Answer: C55H45N5RuS7

=====

Question: What is the multiplicity in the first record?
Answer: 3